{"formula": "C27H20MnN6O5S2", "method": "ωB97M-V with the def2-TZVPD basis set", "total_energy_ev": -100490.519, "charge": -2, "spin_multiplicity": 2, "elements": ["Mn", "O", "C", "C", "C", "C", "C", "C", "C", "N", "C", "C", "N", "C", "C", "C", "C", "C", "C", "C", "O", "H", "H", "H", "H", "H", "H", "H", "H", "H", "H", "H", "H", "H", "H", "N", "C", "O", "C", "C", "N", "C", "N", "H", "H", "O", "S", "O", "N", "C", "S", "C", "C", "C", "C", "C", "C", "H", "H", "H", "H"], "xyz": [[0.04, -0.04, -0.69], [-1.44, 0.93, -0.38], [-2.69, 1.05, -0.12], [-3.24, 2.33, 0.08], [-4.58, 2.51, 0.33], [-5.44, 1.41, 0.40], [-4.93, 0.14, 0.24], [-3.56, -0.09, -0.01], [-3.08, -1.42, -0.13], [-1.90, -1.80, -0.50], [-1.69, -3.23, -0.45], [-0.30, -3.62, -0.96], [0.69, -2.90, -0.22], [1.45, -3.41, 0.87], [1.93, -2.30, 1.76], [3.29, -3.54, 3.75], [3.45, -3.03, 5.06], [2.83, -1.80, 5.12], [1.48, -0.60, 3.30], [1.19, -0.99, 2.01], [0.38, -0.42, 1.21], [-2.56, 3.17, 0.03], [-4.98, 3.51, 0.49], [-6.50, 1.56, 0.59], [-5.59, -0.72, 0.31], [-3.81, -2.19, 0.16], [-2.45, -3.76, -1.05], [-1.77, -3.58, 0.59], [-0.21, -3.34, -2.01], [-0.15, -4.72, -0.87], [1.38, -4.44, 1.21], [3.65, -4.47, 3.38], [3.95, -3.52, 5.87], [2.74, -1.12, 5.93], [1.15, 0.28, 3.81], [2.41, -3.06, -1.91], [1.86, -2.23, -0.84], [1.63, -0.98, -1.18], [2.69, -2.63, 0.46], [2.57, -2.58, 3.06], [2.30, -1.55, 3.90], [4.01, -3.08, 0.43], [5.08, -3.49, 0.36], [1.80, -2.98, -2.72], [3.30, -2.64, -2.19], [2.58, 3.72, -0.31], [1.17, 3.44, -0.48], [0.40, 3.55, 0.74], [0.90, 2.02, -1.26], [0.31, 2.26, -2.44], [-0.24, 0.91, -3.34], [0.12, 3.62, -2.80], [-0.44, 4.17, -3.97], [-0.57, 5.54, -4.07], [-0.16, 6.39, -3.03], [0.38, 5.85, -1.86], [0.52, 4.49, -1.77], [-0.76, 3.51, -4.76], [-1.00, 5.98, -4.96], [-0.28, 7.46, -3.13], [0.68, 6.47, -1.03]], "nbo_charge": [1.19, -0.73, 0.43, -0.29, -0.19, -0.33, -0.15, -0.25, 0.16, -0.45, -0.23, -0.20, -0.50, 0.05, -0.14, -0.34, -0.34, -0.10, -0.27, 0.43, -0.75, 0.22, 0.19, 0.19, 0.18, 0.13, 0.16, 0.18, 0.20, 0.16, 0.20, 0.21, 0.19, 0.19, 0.20, -0.89, 0.63, -0.84, -0.26, 0.17, -0.29, 0.35, -0.42, 0.35, 0.36, -0.95, 2.28, -0.93, -0.79, 0.12, -0.22, -0.12, -0.16, -0.23, -0.21, -0.23, -0.21, 0.23, 0.20, 0.20, 0.22]}